128
Properties=species:S:1:pos:R:3:forces:R:3 method="wB97M-V/def2-TZVPD" total_energy_ha=-6447.29177 charge=-2
Ba -0.84477 -0.68393 -0.79914 -0.28 6.99 2.72
F 1.84870 -4.97037 2.11222 -0.01 -0.48 0.23
Ge 2.05131 -3.32362 1.33601 0.15 0.47 -0.26
C 4.02309 -2.88988 1.69236 0.01 0.25 0.20
C 4.98173 -3.89783 1.85699 0.00 0.14 0.04
C 6.25861 -3.62723 2.33971 -0.11 0.14 -0.02
C 6.63252 -2.31866 2.63977 -0.21 -0.05 -0.08
C 5.71116 -1.29444 2.45314 0.03 -0.04 -0.04
C 4.41812 -1.57570 2.00762 -0.17 -0.05 -0.06
P 3.19718 -0.20705 1.70835 0.14 -0.21 -0.07
C 4.27846 0.81278 0.59329 0.11 -0.17 0.08
C 4.51718 0.24728 -0.66663 -0.03 0.03 -0.02
C 5.31992 0.88559 -1.60007 -0.02 0.02 0.07
C 5.90798 2.10905 -1.29122 -0.05 -0.06 0.03
C 5.68898 2.67517 -0.04401 -0.09 -0.08 0.05
C 4.88111 2.03130 0.89267 0.04 0.09 -0.07
C 3.13002 0.78432 3.25420 0.01 0.02 0.03
C 3.48123 0.27901 4.50530 0.09 -0.01 0.02
C 3.25154 1.02362 5.66032 -0.02 -0.05 -0.12
C 2.67527 2.28446 5.58510 0.01 -0.07 -0.08
C 2.31136 2.79640 4.34438 0.07 -0.16 -0.03
C 2.52315 2.04503 3.19532 0.00 0.09 0.04
C 1.73909 -2.62262 3.39765 -0.56 -0.16 0.12
C 2.53385 -3.04000 4.47908 -0.11 0.11 -0.03
C 2.12831 -2.89654 5.79774 -0.05 0.07 -0.10
C 0.90163 -2.29750 6.08471 0.04 0.00 -0.12
C 0.08773 -1.87283 5.04618 0.08 0.05 -0.09
C 0.49647 -2.05002 3.71484 0.33 -0.09 -0.10
P -0.66158 -1.62824 2.31280 -0.52 -0.17 1.01
C -1.68340 -0.33229 3.18146 0.18 0.07 0.09
C -2.84706 -0.52585 3.92876 -0.01 0.03 0.01
C -3.46462 0.53620 4.58164 0.03 -0.03 -0.04
C -2.91234 1.81003 4.52615 -0.05 -0.01 0.04
C -1.74315 2.01826 3.81073 0.04 -0.15 -0.04
C -1.14984 0.96017 3.13309 -0.02 0.04 -0.02
C -1.83282 -3.07501 2.37206 0.15 -0.02 0.00
C -3.16423 -2.95197 1.95418 0.07 -0.01 0.02
C -4.01294 -4.05275 1.92498 0.12 0.01 0.02
C -3.54128 -5.30428 2.30049 0.07 0.04 0.00
C -2.21893 -5.44417 2.70291 0.06 0.14 -0.03
C -1.36742 -4.34155 2.74437 0.02 0.02 -0.07
C 2.66803 -4.44656 -0.49489 0.08 0.04 -0.36
C 3.38003 -5.64308 -0.66931 -0.07 0.20 -0.13
C 3.95110 -5.98806 -1.89204 -0.08 0.12 0.05
C 3.85245 -5.11629 -2.97450 -0.08 0.06 0.16
C 3.12476 -3.93595 -2.85125 -0.02 -0.03 0.20
C 2.50352 -3.63810 -1.63392 0.04 -0.22 0.73
P 1.32250 -2.20665 -1.33556 2.01 -1.52 -1.14
C -0.33035 -3.06323 -1.34840 0.38 -1.71 -0.76
C -0.59302 -4.17530 -0.61667 -0.14 -0.25 -0.39
C -1.73934 -5.04189 -0.91895 0.39 0.31 0.08
C -2.60488 -4.75484 -1.90315 0.04 0.28 -0.07
C -2.63184 -3.41888 -2.51234 0.30 -0.08 0.38
C -1.40823 -2.50862 -2.21189 -0.66 -2.69 -1.56
C 1.27720 -1.52209 -3.09296 0.00 -0.25 -0.11
C 0.87268 -2.23783 -4.23442 0.05 0.15 0.13
C 0.90332 -1.66017 -5.48800 0.03 0.13 0.06
C 1.36702 -0.35188 -5.63984 -0.04 -0.14 -0.06
C 1.79356 0.36030 -4.53905 0.09 0.05 0.24
C 1.74074 -0.22069 -3.26887 -0.04 -0.23 -0.22
H 4.70780 -4.92147 1.62529 -0.01 0.02 0.01
H 6.96349 -4.43850 2.48901 0.01 0.00 -0.03
H 7.62892 -2.09829 3.00565 -0.01 0.01 -0.01
H 6.00719 -0.26677 2.64387 -0.03 -0.01 0.03
H 4.07656 -0.71794 -0.90827 0.00 0.06 0.01
H 5.47950 0.42708 -2.56984 -0.01 0.03 0.04
H 6.52809 2.61709 -2.02107 -0.03 -0.02 0.02
H 6.14466 3.62644 0.20866 -0.03 -0.03 -0.01
H 4.72252 2.49176 1.86052 0.00 -0.03 -0.01
H 3.92067 -0.71050 4.58116 -0.05 0.11 -0.02
H 3.51503 0.60279 6.62400 0.00 0.00 -0.02
H 2.49376 2.85850 6.48579 0.00 -0.01 0.01
H 1.84889 3.77284 4.26804 -0.02 0.00 -0.01
H 2.20503 2.45015 2.23926 0.02 -0.01 0.02
H 3.49887 -3.50151 4.27183 -0.05 0.01 0.01
H 2.76250 -3.24296 6.60790 0.02 -0.01 0.02
H 0.58000 -2.16394 7.11146 0.00 0.00 0.01
H -0.86026 -1.40377 5.28398 0.03 -0.02 -0.02
H -3.27570 -1.51510 4.01939 0.00 -0.01 -0.02
H -4.37709 0.36156 5.14262 0.05 0.01 -0.04
H -3.39319 2.63750 5.03546 0.01 -0.03 -0.01
H -1.29602 3.00234 3.76920 0.00 0.00 -0.03
H -0.24018 1.14215 2.56606 -0.02 -0.02 0.02
H -3.56383 -1.98482 1.66312 0.03 0.03 -0.02
H -5.04072 -3.92649 1.60485 0.02 0.01 -0.01
H -4.19864 -6.16559 2.26934 0.01 0.00 0.01
H -1.83291 -6.41869 2.97911 0.00 0.02 0.01
H -0.32845 -4.47913 3.04242 -0.16 0.05 -0.05
H 3.48411 -6.32011 0.17675 0.02 0.02 -0.03
H 4.48878 -6.92571 -2.00383 0.00 0.00 0.00
H 4.33069 -5.35672 -3.91642 0.02 0.00 -0.04
H 3.05904 -3.26781 -3.69726 -0.03 0.04 -0.07
H 0.14944 -4.57448 0.06772 -0.01 0.09 -0.11
H -1.77497 -6.00145 -0.41865 0.01 0.03 0.00
H -3.29992 -5.50225 -2.26499 -0.08 0.02 0.05
H -3.09193 -3.29311 -3.48215 -0.04 0.03 -0.01
H -1.13333 -1.82670 -3.02527 -0.31 -0.17 0.17
H 0.52574 -3.25819 -4.12339 -0.03 -0.05 0.02
H 0.55334 -2.21705 -6.34949 0.02 0.00 0.01
H 1.37507 0.11136 -6.62045 -0.01 -0.03 0.04
H 2.14010 1.38230 -4.63616 -0.05 -0.03 0.02
H 2.07719 0.34982 -2.41047 0.00 0.09 0.06
O -4.52334 0.30036 1.14818 0.00 -0.41 -0.08
H -3.86790 0.53656 1.81680 0.02 0.10 -0.03
H -4.21016 0.73827 0.34586 0.08 0.18 0.12
O 1.00366 3.07633 -2.88964 0.22 -0.09 -0.16
H 0.33901 2.39555 -3.06379 -0.13 0.08 0.02
H 1.21161 2.99372 -1.94559 -0.07 -0.02 0.01
O 1.58407 2.55022 -0.09627 0.09 -0.11 -0.02
H 0.72601 2.20659 0.19920 -0.26 0.13 -0.06
H 2.19070 1.79865 -0.07661 0.07 -0.03 0.00
Cl -1.82267 0.31834 -3.70711 0.04 0.03 0.31
C -2.72290 -2.23690 -1.56690 -1.42 -0.83 -0.44
H -3.30912 -1.37576 -1.89724 0.25 -0.15 -0.08
H -2.81334 -2.52026 -0.51124 -0.04 0.02 -0.29
C -3.82433 3.27657 0.33340 -0.34 -0.02 0.09
Si -2.05824 2.89403 -0.32240 0.31 -0.18 0.23
C -1.13462 4.23286 0.72262 0.17 0.18 0.02
C -2.14595 3.78398 -2.00565 -0.09 -0.03 -0.32
H -4.01161 4.35824 0.23053 0.02 -0.14 0.03
H -3.95122 3.00815 1.39144 0.00 0.06 -0.14
H -4.61201 2.75534 -0.23088 0.08 0.13 0.08
H -1.62031 5.21704 0.59804 0.07 -0.17 0.03
H -0.08333 4.34314 0.42367 -0.17 0.03 0.05
H -1.14556 3.98741 1.79245 -0.01 0.04 -0.10
H -2.78485 4.68062 -1.93751 0.12 -0.10 0.00
H -2.54812 3.12061 -2.78495 0.04 0.15 0.14
H -1.14710 4.08742 -2.33739 -0.14 0.02 0.03



13
Properties=species:S:1:pos:R:3:forces:R:3 method="wB97M-V/def2-TZVPD" total_energy_ha=-265.77129 smiles="C=C1NC=C[NH2+]1" charge=+1
C 2.05935 -0.28538 0.02021 -2.65 -2.91 0.38
C -1.84416 -0.73031 0.06885 5.94 1.10 -1.00
C -1.63244 0.56533 -0.00194 0.03 0.50 0.42
C 0.67814 -0.38540 -0.00067 -0.46 0.72 0.02
N -0.42646 -1.29180 -0.11218 -1.42 0.16 0.28
N -0.13749 0.91564 -0.03027 0.96 2.47 -0.08
H 2.61105 0.60727 0.17023 -0.19 1.07 -0.10
H -2.75326 -1.27348 0.16221 -0.17 -0.66 -0.03
H -2.43003 1.26533 0.10515 0.32 1.06 -0.10
H 2.72884 -1.17832 0.08529 -1.09 0.64 -0.28
H -0.42413 -2.21764 0.20485 1.08 -1.49 0.34
H 0.24219 1.50522 -0.87720 -1.48 -1.36 1.61
H 0.15480 1.53150 0.81516 -0.87 -1.28 -1.47



54
Properties=species:S:1:pos:R:3:forces:R:3 method="wB97M-V/def2-TZVPD" total_energy_ha=-1052.38558 charge=-1
O -1.83032 -0.33459 -0.89841 -0.80 -2.28 2.15
H -1.91658 0.21991 -0.11951 -0.25 0.74 0.63
H -2.42359 0.00249 -1.57369 -1.37 1.03 -1.92
H -0.93729 -0.24984 -1.24033 1.99 0.26 -1.08
B 0.69428 0.23261 -2.00997 0.44 0.04 -0.01
H 1.17871 0.81995 -2.77456 1.52 2.21 -2.75
H 1.38867 -0.43493 -1.52370 3.07 -2.36 1.98
H 0.25917 0.82535 -1.22030 -1.74 2.56 2.66
H -0.06225 -0.41648 -2.42300 -2.79 -1.88 -1.88
B -2.95229 0.79915 -3.20927 0.08 0.02 -0.43
H -3.53300 -0.09942 -3.06927 -2.49 -3.64 0.35
H -1.94169 0.54177 -3.48617 3.84 -1.13 -0.93
H -3.30960 1.45049 -3.99179 -1.80 2.47 -2.73
H -2.91475 1.29454 -2.25145 0.02 2.45 3.57
C 3.82038 1.75781 -0.14238 -0.45 -0.17 -0.61
C 2.77238 1.37187 0.93105 -1.14 0.01 -0.80
O 1.42070 1.86597 0.68365 1.60 0.43 0.82
O 3.44256 1.71416 -1.53037 0.60 0.45 1.23
H 4.70659 1.13070 -0.04503 0.06 -0.36 0.37
H 4.17204 2.75855 0.10857 -0.20 0.32 -0.32
H 3.15004 1.77682 1.86993 -0.23 0.01 0.14
H 2.59121 0.30323 1.04630 0.79 -0.30 -0.06
H 1.04992 1.20563 0.09366 -0.40 -0.01 -0.54
H 2.63256 1.21339 -1.65166 -0.49 -0.25 -0.08
C -2.97286 3.04419 2.13155 -1.32 0.81 -1.13
C -3.78462 2.27247 1.10547 1.39 -0.89 -0.51
O -2.84421 1.85590 0.08043 -0.24 -0.33 1.20
O -2.58953 4.28069 1.50754 0.30 -0.26 0.93
H -2.18414 2.37310 2.47167 0.45 0.37 -0.13
H -3.60166 3.29049 2.98715 0.04 0.18 0.09
H -4.63248 2.75560 0.61983 0.06 0.34 0.44
H -4.09512 1.35348 1.60260 -0.36 -0.19 -0.21
H -2.79826 2.41079 -0.70160 -0.40 0.13 -0.23
H -1.80437 4.14202 0.97285 0.12 -0.21 -0.05
C 0.09549 -2.29098 3.51155 0.35 -1.45 1.08
C -0.99944 -2.00218 2.51992 1.76 0.96 -0.79
O -0.62680 -0.80356 1.78351 -1.16 -0.93 -0.22
O 0.33140 -1.24444 4.44616 -0.79 0.20 0.13
H 1.10361 -2.58837 3.22285 -0.14 0.24 -1.62
H -0.20133 -3.22445 3.98971 -0.53 -0.11 0.70
H -1.99917 -2.03224 2.95317 0.01 0.87 0.46
H -1.06165 -2.83895 1.82418 0.44 0.15 -0.38
H -0.28561 -0.12808 2.37421 0.04 -0.05 0.37
H 0.93265 -1.62204 5.09231 0.05 0.28 0.13
C 1.51444 -3.04317 -1.46391 1.15 -0.06 -0.40
C 3.03441 -2.84251 -1.86679 -1.11 -0.16 0.79
O 3.86616 -3.55915 -0.95753 0.19 -0.57 0.02
O 0.62638 -2.70561 -2.45514 -0.34 -0.44 -1.54
H 1.18212 -2.44955 -0.61227 0.71 -0.34 0.88
H 1.38896 -4.12167 -1.36820 0.17 -0.06 0.75
H 3.41817 -1.82235 -1.85757 -0.64 0.30 -0.39
H 3.12253 -3.28376 -2.85959 0.26 0.01 0.06
H 3.72079 -3.17388 -0.09034 0.03 0.03 0.06
H 0.68632 -1.75090 -2.53599 -0.34 0.53 -0.26



57
Properties=species:S:1:pos:R:3:forces:R:3 method="wB97M-V/def2-TZVPD" total_energy_ha=-1532.79587 smiles="CB(O)c1ccc2c(c1)C(=O)N(C[C@@H](C)I)C2=O.C1CCOC1.C1CCOC1" charge=0
C -3.11069 2.41695 -0.50861 0.12 0.16 -0.38
B -3.26606 0.90247 -1.14370 0.36 0.09 0.09
O -4.54597 0.29409 -1.43405 1.95 1.41 -1.02
C -1.84470 0.14327 -1.46907 2.43 -1.45 -0.32
C -1.65851 -0.83670 -2.69134 3.28 0.65 2.21
C -0.25870 -1.49788 -2.97812 -0.36 2.54 3.42
C 0.87365 -1.13903 -1.99251 -2.41 1.08 1.00
C 0.68625 -0.19458 -0.76493 -2.71 -0.93 -1.50
C -0.67400 0.47041 -0.46112 1.31 -2.95 -3.29
C 2.10619 -0.12445 -0.04193 -0.98 0.69 1.68
O 2.38345 0.11004 1.16704 -1.08 -0.76 -5.46
N 3.02055 -0.46257 -1.13973 0.40 -0.82 0.62
C 3.71032 0.64916 -1.85737 1.04 1.34 -0.09
C 3.02385 1.09942 -3.23779 -0.83 0.42 0.52
C 1.71396 2.03077 -3.05914 -0.02 0.17 -0.82
I 4.50959 2.38644 -4.26341 -0.43 -0.63 0.42
C 2.41761 -1.54063 -1.93323 -0.38 -1.51 -1.67
O 2.98368 -2.53637 -2.44417 -1.97 4.21 1.91
H -3.19300 2.41727 0.64027 -0.21 0.07 -1.69
H -3.91153 3.09823 -0.99449 1.19 -0.98 1.13
H -2.06875 2.86126 -0.74781 -1.74 -0.72 0.32
H -4.75103 0.59143 -2.35729 -0.19 -0.49 1.09
H -2.53139 -1.05547 -3.39857 1.43 0.42 1.27
H -0.04506 -2.18770 -3.85506 -0.46 1.06 1.34
H -0.79273 1.15270 0.44536 0.08 -1.10 -1.56
H 4.83841 0.45643 -2.02656 -1.97 -0.12 0.26
H 3.67864 1.57665 -1.16423 0.03 -1.55 -1.02
H 2.81435 0.25398 -3.97316 0.42 1.06 1.13
H 0.73573 1.44011 -2.98199 1.52 0.61 0.09
H 1.79847 2.74880 -2.15808 0.02 -1.19 -1.48
H 1.62579 2.64671 -4.03494 0.04 -0.85 1.76
C 6.16497 1.50464 4.36235 -0.15 0.25 0.36
C 5.70289 0.25859 3.63991 0.17 -0.44 -0.04
C 5.21946 0.82164 2.31824 -0.29 0.20 -0.15
O 6.01378 1.98642 2.04834 0.08 -0.10 0.31
C 6.74939 2.32698 3.23052 0.23 0.07 -0.29
H 6.88273 1.30904 5.16110 -0.03 0.04 -0.06
H 5.30333 2.02365 4.79540 0.08 -0.02 0.00
H 6.55393 -0.41013 3.47263 -0.08 0.01 0.02
H 4.93093 -0.29869 4.17340 0.03 0.04 -0.07
H 4.17407 1.13607 2.37907 0.06 -0.14 -0.01
H 5.32119 0.10906 1.49642 -0.02 0.12 -0.03
H 7.80052 2.07161 3.05637 0.04 0.06 0.10
H 6.67756 3.40194 3.41149 -0.01 -0.04 -0.11
C -5.99653 -2.79296 0.28779 0.46 -0.09 -0.06
C -7.19235 -3.58191 0.77301 -0.37 -0.20 -0.19
C -7.47112 -2.93750 2.11671 0.04 0.10 0.35
O -7.06187 -1.56746 2.01226 0.06 -0.29 -0.20
C -6.30648 -1.40219 0.80425 -0.18 0.33 0.00
H -5.85876 -2.82432 -0.79435 0.00 0.05 0.08
H -5.08452 -3.17276 0.76044 -0.04 0.04 -0.07
H -8.04039 -3.42212 0.09884 0.04 -0.05 0.06
H -7.01122 -4.65585 0.84475 -0.02 0.08 0.02
H -6.88007 -3.40437 2.91195 -0.06 -0.09 0.00
H -8.52688 -2.98524 2.39390 0.07 0.10 0.03
H -6.92731 -0.84484 0.09479 0.13 0.03 -0.06
H -5.40564 -0.82048 1.01017 -0.12 0.02 0.06